Density functional theory data (wB97M-V/def2-TZVPD) for a 15-piece molecular cluster, C4H37NO16 overall at a distorted geometry.

Structure (XYZ):
```
58
Properties=species:S:1:pos:R:3:forces:R:3
O -0.08392 1.31247 -3.03438 0.867 0.863 -0.724
O 1.60874 2.32753 0.08519 1.078 -0.419 1.521
O -2.41013 0.13984 1.81909 0.296 0.115 0.267
O -0.19879 -3.35029 -1.42613 -0.318 -0.064 -0.028
O 2.23599 -2.15406 -1.58127 0.046 -0.013 -0.350
O 3.13808 1.23044 -1.91685 0.195 0.130 0.865
O 1.89921 2.87115 -4.29541 0.529 -0.738 0.824
O 2.39997 -1.93874 2.98093 0.131 0.338 -0.739
O -0.22662 3.43771 3.54986 0.392 -0.023 -0.354
O 2.25526 -0.19805 0.98912 -0.757 -0.124 0.559
O -2.09080 1.36945 -4.75591 -0.712 -0.022 0.100
O 1.92619 -0.36964 -3.67331 0.641 0.112 -0.177
O -2.31674 -0.87362 -1.47167 0.284 0.192 -0.005
O -1.61886 -1.85368 4.65370 0.202 -0.140 1.156
O -2.40880 -2.48676 1.48916 0.188 -0.651 0.448
O -0.17790 -3.35401 2.85600 -1.141 -0.192 0.073
N -1.43229 1.68885 0.52729 -1.016 0.703 -1.075
C 0.00265 0.37971 1.94765 -0.676 -0.626 1.790
C -1.38136 0.68780 1.41044 0.512 0.959 -0.027
C -2.70836 2.09078 -0.06716 -0.547 -2.294 0.088
C 0.83850 -0.47572 1.04106 0.319 -2.030 -1.768
H 1.50642 -2.28475 3.13722 0.021 -0.360 0.351
H -1.93354 -1.52986 3.81660 -0.414 0.436 -0.394
H -1.73128 1.53492 -5.63557 0.291 -0.038 0.557
H -1.40284 1.37485 -4.04796 0.009 -0.104 -0.944
H 0.68930 -1.56811 1.20845 0.197 0.717 0.622
H -2.95820 -0.95495 -2.18706 0.097 0.109 -0.059
H 2.57848 -0.78231 1.71094 0.343 0.238 -0.018
H -0.93985 -3.24788 2.21635 0.885 0.084 0.543
H 1.94405 1.90378 -4.24425 -0.062 -0.143 -0.927
H -0.25466 -0.13413 2.89387 0.437 -0.340 -0.425
H -2.54520 2.48845 -1.05628 0.022 0.846 0.075
H 2.08769 2.92620 0.68424 -0.432 0.860 -0.627
H 2.64901 0.07517 -3.17238 -0.782 -0.059 -0.409
H -0.91933 -2.70572 -1.45444 -0.067 0.112 0.002
H 0.53394 1.24510 2.35623 -0.205 0.297 -0.806
H 0.53656 -0.49837 -0.01460 -0.433 1.015 0.065
H 2.62254 1.62490 -1.17162 -0.042 0.177 -0.717
H 2.07632 -1.46606 -0.92367 0.006 -0.204 0.100
H -0.46318 -4.03053 -0.79690 0.081 0.090 -0.019
H -2.70594 -2.49373 0.58183 -0.151 0.259 -0.325
H 3.52389 0.46530 -1.47492 0.342 -0.059 -0.046
H -3.26098 1.15527 -0.25377 0.016 0.183 0.007
H 1.39519 -2.64560 -1.68255 0.209 0.083 0.491
H 0.30444 2.08105 -3.52485 -0.770 0.193 0.945
H -1.12912 3.73565 3.41538 -0.088 -0.077 0.211
H 1.90682 1.53913 0.61066 -0.550 -0.359 -0.752
H 0.59362 0.68661 -3.38517 -0.369 -1.006 0.694
H -2.43078 -1.55620 1.78058 -0.126 0.222 -0.448
H -0.65222 1.99300 -0.03403 0.725 -0.122 0.692
H -0.66614 -3.47330 3.70215 0.617 0.222 -0.628
H -1.90472 0.00296 -1.59980 -0.130 -0.579 -0.099
H 1.88635 -1.21797 -3.19859 -0.047 0.004 -0.016
H 2.96923 -1.95340 3.74401 -0.222 -0.254 0.504
H 2.49631 2.98482 -3.53639 -0.085 0.805 -0.118
H -2.11625 -1.41568 5.36256 0.086 -0.146 -0.569
H -3.38034 2.59833 0.61717 0.346 0.759 -0.094
H -0.15562 3.06192 4.42918 -0.272 0.064 0.137
```
Positions in Å, forces in eV/Å.

Output
Energy relative to the best compared isomer or geometry (same formula, charge and spin) (kcal/mol): 67.11
2S+1: 1
Gap between HOMO and LUMO (eV): 10.345
LUMO (Ha): 0.0024

Density functional theory data (wB97M-V/def2-TZVPD) for C40H38AsGeO6PPdS as an isolated structure at a distorted geometry.

Structure (XYZ):
```
89
Properties=species:S:1:pos:R:3:forces:R:3
Pd -1.88423 -0.84462 0.33361 -0.110 -0.428 -0.457
As 5.13269 -0.22604 0.22774 -0.035 0.007 -0.021
Ge -4.22461 -0.94072 0.13853 -1.079 0.185 0.382
S -0.81239 -3.30112 1.05752 1.035 -0.864 0.767
P 0.51746 -0.81449 0.05402 0.614 0.997 -0.816
O 0.56856 -2.72781 0.64798 -0.422 -0.523 0.066
O -2.30948 1.83346 -0.49485 -0.057 0.003 0.044
O -1.26279 -2.56922 2.24530 -0.137 0.005 0.023
O -1.72226 -3.03044 -0.09363 -0.084 0.506 0.114
O -0.64191 -4.71948 1.31030 -0.067 -0.045 -0.316
O -2.36711 1.50995 1.71430 -0.110 0.030 0.123
C -4.97618 -0.57833 1.96415 0.149 -0.064 -0.025
C 0.29998 -2.28410 -4.35022 -0.017 0.045 -0.007
C -6.56114 0.47018 3.48054 -0.001 -0.005 0.022
C 2.31349 -0.86573 0.61989 -0.057 -0.220 0.197
C 1.13978 3.20087 -1.51555 0.025 0.001 -0.019
C 1.26018 -2.46218 -2.15154 0.046 -0.070 -0.007
C -6.39593 -5.08002 -0.95061 -0.015 0.014 -0.002
C 4.57256 2.52743 3.35793 -0.011 0.038 0.009
C -4.75564 -0.83690 4.36740 -0.040 0.012 0.006
C 5.31068 0.56174 -2.62978 -0.014 -0.024 0.026
C -2.70418 2.88666 1.83089 0.043 -0.044 -0.068
C 0.68918 1.86109 0.84490 -0.006 -0.044 -0.045
C 4.17758 3.69682 2.72525 0.007 -0.021 -0.001
C 0.51561 -1.37548 -1.70551 0.018 0.004 0.079
C -0.36699 -0.76703 -2.60124 0.067 0.008 0.010
C -5.34303 -5.05289 -0.04380 -0.028 -0.003 -0.006
C 1.16978 -2.90390 -3.46567 0.017 0.018 0.013
C 4.87625 1.40187 2.60348 0.048 -0.039 -0.031
C -6.10813 0.20191 2.19270 -0.020 -0.025 -0.078
C -0.47706 -1.22098 -3.90719 -0.010 -0.024 -0.017
C -5.88771 -0.05656 4.57389 -0.007 -0.006 -0.009
C 4.07734 3.73250 1.34093 0.023 0.015 0.017
C -4.29832 -1.08336 3.07918 0.005 0.029 0.031
C 0.79552 1.10411 -0.32894 -0.135 -0.087 0.206
C 0.80004 3.24125 0.85215 0.006 -0.008 -0.041
C 7.11475 1.29819 -1.23881 -0.023 -0.032 0.021
C 5.90363 0.61852 -1.37207 0.038 0.027 0.039
C 7.71072 1.91896 -2.32498 -0.005 0.010 -0.008
C -6.17929 -2.70237 -1.23433 0.015 0.081 0.040
C 4.78119 1.42896 1.21493 -0.025 0.004 0.033
C 4.37226 2.60454 0.59127 0.003 -0.022 -0.022
C 7.10627 1.85987 -3.57502 0.000 -0.011 -0.010
C -6.81365 -3.89924 -1.54835 -0.016 -0.031 0.006
C 1.01489 3.92308 -0.33987 -0.019 0.031 0.020
C -5.12558 -2.65388 -0.32335 0.275 -0.084 -0.016
C 5.90851 1.17813 -3.72364 0.010 0.013 0.002
C -2.23942 1.04551 0.42680 0.041 0.566 -0.154
C -4.71302 -3.85430 0.26215 -0.030 -0.010 -0.007
C 3.31589 -0.49518 -0.46371 -0.031 -0.001 -0.037
C 1.04034 1.81211 -1.50390 0.031 -0.087 0.002
H 3.73688 4.63143 0.84325 0.000 -0.011 -0.007
H -3.38166 -1.65051 2.93977 -0.010 -0.024 -0.023
H 1.76262 -3.75216 -3.78914 -0.013 -0.010 0.009
H -7.63209 -3.91339 -2.26091 0.002 0.019 -0.004
H 5.18528 0.48721 3.09763 -0.019 0.005 0.015
H -6.50877 -1.78014 -1.70313 -0.021 -0.020 -0.026
H -6.64407 0.61466 1.34287 -0.007 0.016 0.014
H 1.88069 -3.00274 -1.44751 -0.020 0.014 0.006
H 0.20919 -2.63804 -5.37099 0.000 -0.014 0.005
H 4.36876 0.04561 -2.76567 -0.010 0.012 -0.007
H 0.46667 1.33820 1.77311 -0.001 0.057 0.015
H -3.57139 3.12322 1.21259 -0.016 0.027 0.025
H 3.38018 -1.28865 -1.20899 0.003 0.023 -0.013
H 2.51121 -1.86877 0.99120 -0.002 0.036 0.057
H -7.43666 1.09347 3.63347 -0.009 -0.011 -0.020
H 4.26222 2.63745 -0.48685 -0.022 0.001 -0.006
H 7.56750 2.34380 -4.42744 -0.003 0.008 0.003
H 3.02765 0.42552 -0.97033 0.027 -0.007 -0.016
H -1.87211 3.51957 1.51316 -0.029 0.013 0.001
H -6.23904 0.14594 5.58022 0.011 0.002 0.002
H 0.70544 3.79039 1.78322 -0.002 -0.016 0.005
H -4.21874 -1.24335 5.21762 0.023 0.001 -0.017
H 1.30749 3.72026 -2.45375 -0.004 -0.009 -0.005
H 1.07261 5.00639 -0.35141 0.013 -0.001 -0.002
H -1.19466 -0.75649 -4.57365 0.026 0.024 -0.009
H 2.38617 -0.17549 1.46473 -0.025 0.026 -0.023
H -5.00077 -5.97351 0.41499 0.018 0.013 0.011
H -3.87273 -3.85481 0.94516 0.015 -0.004 -0.008
H 8.64400 2.45492 -2.19803 0.005 -0.009 0.005
H 3.92766 4.57329 3.31084 0.003 0.004 -0.002
H -6.88447 -6.01725 -1.19469 0.006 -0.004 -0.001
H 4.63421 2.48875 4.43883 0.007 -0.011 0.000
H -0.98551 0.05866 -2.26661 -0.037 -0.021 0.053
H 7.58676 1.35130 -0.26302 0.015 0.021 -0.009
H -5.13526 0.03260 -0.69148 0.186 0.027 -0.094
H 5.42436 1.13361 -4.69156 0.004 -0.012 -0.004
H -2.93257 3.05099 2.88277 0.009 0.006 0.014
H 1.14798 1.27676 -2.44147 -0.024 0.002 -0.023
```
Positions in Å, forces in eV/Å.

Output
Energy relative to the best compared isomer or geometry (same formula, charge and spin) (kcal/mol): 0.00
2S+1: 1
Gap between HOMO and LUMO (eV): 6.103
LUMO (Ha): 0.1435
Net charge: -2

Density functional theory data (wB97M-V/def2-TZVPD) for C5H6O2 in the gas phase.

Structure (XYZ):
```
13
Properties=species:S:1:pos:R:3:forces:R:3
O -0.70994 -0.03201 -1.03918 0.032 -0.077 -0.103
O -0.47201 -2.28131 -0.85959 -0.212 0.409 -0.203
C -0.68085 -1.29029 -1.50271 -0.004 -0.337 0.083
C -0.37031 0.17199 0.35134 0.048 0.041 0.153
C 2.04492 -0.89332 0.73925 -0.400 0.236 -0.034
C -0.46917 1.67532 0.56811 0.002 0.037 0.021
C 0.96727 -0.37380 0.61943 0.469 -0.245 0.013
H -0.88163 -1.27130 -2.58372 0.005 -0.020 0.091
H -0.26368 1.92908 1.61134 -0.011 -0.086 -0.139
H -1.10427 -0.36040 0.96818 0.122 0.030 -0.111
H 0.25378 2.18951 -0.07066 -0.084 -0.073 0.105
H 2.97936 -1.40330 0.81672 -0.108 0.157 0.069
H -1.47473 2.01862 0.30825 0.142 -0.071 0.056
```
Positions in Å, forces in eV/Å.

Output
Energy relative to the best compared isomer or geometry (same formula, charge and spin) (kcal/mol): 44.24
Structure (SMILES): C#C[C@@H](C)OC=O
2S+1: 1
Gap between HOMO and LUMO (eV): 11.095
LUMO (Ha): 0.0355

Density functional theory data (wB97M-V/def2-TZVPD) for C21H24CrFO as an isolated structure at a distorted geometry.

Structure (XYZ):
```
48
Properties=species:S:1:pos:R:3:forces:R:3
Cr 0.04841 0.22830 0.66824 -1.534 -3.527 1.522
F -0.42513 -5.25063 4.19423 -0.117 -0.539 0.967
O 1.08180 -2.84352 -0.81311 -0.227 -0.529 -0.056
C -0.37295 -4.09808 3.49146 0.389 1.181 -1.863
C 1.94666 0.10952 -0.62341 0.261 0.333 0.965
C 0.14690 -1.43901 -4.25959 0.504 -1.808 -1.624
C -1.92737 -0.02665 -0.40346 0.391 2.234 2.542
C -1.88909 -0.28234 -4.74453 0.294 1.818 0.334
C -0.38585 -0.33155 -4.87956 1.086 -0.782 2.381
C 0.78719 -3.08900 -1.96837 2.278 -1.550 -4.881
C -0.20403 -2.98034 1.48034 0.045 -0.946 -5.986
C -1.30093 1.18941 -0.79797 -0.986 1.417 2.071
C -2.10776 0.03862 1.05305 -0.244 1.720 -1.488
C 2.01190 0.36727 1.71150 0.299 1.278 -2.095
C -0.31286 -1.68165 3.36080 0.057 1.118 -0.911
C -0.20908 -1.70469 1.95506 0.329 2.027 1.008
C -0.24841 -4.17657 2.08135 -0.490 -1.547 3.815
C 0.45421 0.93247 -4.61881 -0.827 -1.187 2.255
C -1.14570 2.05609 0.42864 -1.495 -1.831 -3.342
C 1.60540 1.47188 -0.34055 1.916 0.258 1.279
C -0.39585 -2.83324 4.10554 -0.320 -2.143 1.938
C 2.22769 -0.55225 0.62544 0.358 1.065 0.165
C 1.63363 1.64140 1.10273 1.412 -0.030 -0.244
C -1.64660 1.36496 1.52602 -0.666 -2.605 -1.335
H -2.69871 -0.66278 1.63909 0.692 0.009 -0.080
H 1.42719 0.57104 -4.28845 0.278 0.244 -0.376
H 1.49640 2.59085 1.66510 -0.101 -0.875 -0.550
H 0.55135 1.71624 -5.31862 -0.118 0.747 -1.113
H -1.15608 1.54435 -1.80940 0.365 -0.246 0.074
H -0.20690 -5.14015 1.54699 -0.034 0.570 0.333
H -0.50382 -2.82106 5.22679 0.156 0.082 -1.117
H 2.12267 -0.29565 -1.61979 -0.395 -0.079 0.402
H 0.05097 -3.91939 -2.70640 0.119 1.165 2.458
H 2.17196 0.20594 2.76397 -0.176 -0.151 0.040
H -2.16699 -0.82617 -1.03550 -0.204 -1.037 -0.677
H -1.74604 1.70535 2.50856 -0.024 0.448 1.312
H 2.57875 -1.57240 0.74503 -0.526 0.159 -0.165
H -2.50767 -0.19394 -5.62858 -0.036 0.079 -0.389
H -0.07330 -3.19643 0.32774 -0.618 1.237 2.613
H -0.75994 3.02957 0.38315 0.572 1.053 0.114
H 0.03286 1.34559 -3.64884 0.339 0.014 -1.096
H 1.79087 -3.32317 -2.71900 -1.258 0.873 0.904
H -0.45966 -2.42212 -4.20525 0.993 1.767 0.126
H -2.14756 -1.13054 -4.17064 -0.733 -1.065 0.275
H 1.25311 -1.59969 -4.05320 -1.585 0.460 -0.274
H -0.33644 -0.71098 3.86810 0.011 -0.229 0.074
H -2.11307 0.57453 -4.06059 -0.117 -0.359 -0.593
H 1.49536 2.26201 -1.08348 -0.315 -0.294 0.289
```
Positions in Å, forces in eV/Å.

Output
Energy relative to the best compared isomer or geometry (same formula, charge and spin) (kcal/mol): 37.77
2S+1: 4
Gap between HOMO and LUMO (spin up / spin down) (eV): 3.528 / 4.601
<S²>: 3.7985
LUMO (spin up / spin down) (Ha): 0.1818 / 0.1794
Net charge: -2

Density functional theory data (wB97M-V/def2-TZVPD) for C4H9NO in the gas phase at a distorted geometry.

Structure (XYZ):
```
15
Properties=species:S:1:pos:R:3:forces:R:3
O -1.45677 0.83417 -1.79628 0.516 -0.368 0.630
N -1.80702 -0.05094 0.29289 -3.478 -6.976 -0.418
C 0.84786 -0.99961 -0.63857 1.680 0.723 2.352
C 0.74989 0.84130 1.14295 0.214 0.000 -0.906
C 0.44322 0.46080 -0.34883 0.158 0.486 0.147
C -0.99110 0.43045 -0.74695 -1.064 0.906 0.360
H 0.30542 1.80402 1.39726 -0.364 -0.244 0.107
H -2.76039 -0.58370 -0.21155 3.130 2.740 1.580
H 1.95551 -0.87653 -0.68011 -0.573 -1.164 0.338
H 0.52488 -1.39777 -1.56317 -0.542 -0.273 -0.941
H 0.44853 0.04119 1.81772 -0.258 0.223 0.098
H 0.93516 1.21207 -0.99520 -0.070 -0.680 0.052
H 1.82249 1.00192 1.31569 -0.074 -0.285 -0.389
H 0.44709 -1.61649 0.25317 1.150 0.614 -1.561
H -1.46476 -1.10088 0.76097 -0.424 4.300 -1.448
```
Positions in Å, forces in eV/Å.

Output
Energy relative to the best compared isomer or geometry (same formula, charge and spin) (kcal/mol): 44.17
Structure (SMILES): CC(C)C(N)=O
2S+1: 1
Gap between HOMO and LUMO (eV): 10.413
LUMO (Ha): 0.0250

Density functional theory data (wB97M-V/def2-TZVPD) for a 2-piece molecular cluster, C11H14N2 overall at a distorted geometry.

Structure (XYZ):
```
27
Properties=species:S:1:pos:R:3:forces:R:3
N 2.73111 -1.11190 1.09645 -1.026 0.158 2.914
N 1.04685 -2.42055 1.85399 0.475 0.962 -0.607
C -1.51338 0.98842 -1.36579 0.800 0.401 -1.363
C -0.26801 1.69897 -1.59335 -3.375 -2.172 2.112
C 0.18618 2.02556 -2.78554 -0.970 0.211 -3.266
C -0.71419 1.82086 -3.82061 0.104 -0.288 -2.136
C 1.33135 -1.43442 2.81511 -1.752 -4.619 -0.083
C -1.97470 1.29848 -3.62938 -0.381 -0.613 -2.486
C -2.38555 0.76322 -2.41952 1.510 1.101 -0.283
C 2.40436 -0.66230 2.38328 0.564 -0.394 -3.014
C 0.66968 -1.63711 4.15030 -4.337 0.386 -0.645
C 1.87529 -2.23386 0.83685 0.594 1.886 2.643
C -1.88508 0.55170 -0.01846 3.026 -0.006 2.753
H 1.06631 2.45338 -3.16293 1.521 0.671 0.742
H -0.22911 -2.42232 4.02305 2.439 1.335 -0.083
H -1.10781 0.98646 0.77216 -1.944 -0.307 -1.355
H -2.55046 1.18628 -4.59308 0.235 0.010 1.434
H -0.04858 -0.71677 4.35105 1.971 -1.249 0.122
H -0.38742 1.97956 -4.88982 -0.441 0.175 1.376
H 3.58117 -0.93067 0.58855 0.111 0.443 -0.122
H 2.71091 0.13382 3.01003 1.263 0.910 -0.288
H -1.80429 -0.50285 0.25033 0.193 -0.440 -0.807
H 0.09595 1.98452 -0.68713 1.987 0.735 2.266
H -2.88661 0.75436 0.20320 -1.415 0.883 0.664
H 1.24224 -1.98130 5.02607 0.190 0.713 -0.513
H 2.11665 -2.81177 -0.02885 -0.539 -0.491 -0.373
H -3.30288 0.24024 -2.36596 -0.804 -0.400 0.397
```
Positions in Å, forces in eV/Å.

Output
Energy relative to the best compared isomer or geometry (same formula, charge and spin) (kcal/mol): 58.10
2S+1: 2
Gap between HOMO and LUMO (spin up / spin down) (eV): 6.790 / 2.731
<S²>: 0.7612
LUMO (spin up / spin down) (Ha): -0.1551 / -0.3042
Net charge: +1